Record 1
117
Properties=species:S:1:pos:R:3 method="wB97M-V/def2-TZVPD" e_homo_ha=-0.246 e_lumo_ev=-0.7 de_lowest_kcal_mol=0.0 energy_ha=-2551.1403 total_charge=-1
C -0.768 2.196 0.740
C -1.305 0.959 0.064
O -2.279 1.085 -0.571
N -0.486 -0.326 0.209
H -0.068 -0.154 1.147
H -1.012 -1.081 0.294
C 0.621 -0.328 -0.869
H -1.156 2.894 0.266
H 0.476 2.285 0.790
H -1.175 2.343 1.721
H 1.192 0.604 -0.942
H 0.231 -0.555 -1.718
H 1.325 -1.103 -0.798
N 0.996 -1.149 2.788
O 0.278 -0.127 2.771
O 0.618 -2.067 3.583
O 1.789 -1.355 1.924
N -1.634 -3.466 -0.135
O -1.997 -2.426 0.486
O -1.106 -4.373 0.566
O -1.235 -3.254 -1.259
C -0.361 2.702 -4.717
C 0.007 1.383 -3.983
C -0.146 0.236 -4.908
O 1.315 1.346 -3.490
H 0.320 2.653 -5.706
H -0.203 3.528 -3.956
H -1.617 2.793 -5.110
H -0.698 1.368 -3.217
H -0.162 -0.724 -4.274
H 0.752 0.272 -5.520
H -1.052 0.144 -5.415
H 1.978 1.514 -4.170
C 4.219 1.155 2.585
C 3.162 2.012 2.044
C 3.681 3.365 1.499
O 2.589 1.301 1.019
H 4.923 0.695 1.675
H 3.727 0.178 3.123
H 4.782 1.770 3.316
H 2.515 1.991 2.710
H 4.256 3.933 2.173
H 2.948 3.922 1.160
H 4.530 3.046 0.702
H 2.423 0.426 1.329
C -3.518 -1.069 -3.639
C -3.250 -2.521 -3.798
C -3.699 -3.095 -5.204
O -1.896 -2.653 -3.766
H -3.164 -0.318 -4.427
H -3.248 -0.701 -2.622
H -4.524 -0.833 -3.641
H -3.685 -2.959 -3.044
H -3.102 -2.430 -6.085
H -4.774 -3.062 -5.334
H -3.192 -4.056 -5.233
H -1.418 -2.834 -2.859
C 2.132 -3.104 -2.398
C 2.990 -4.393 -2.801
C 4.383 -4.138 -3.268
O 3.096 -5.142 -1.577
H 1.976 -2.485 -3.170
H 2.812 -2.632 -1.822
H 1.027 -3.276 -1.830
H 2.440 -4.972 -3.577
H 5.079 -5.035 -3.187
H 4.955 -3.599 -2.528
H 4.392 -3.869 -4.181
H 2.248 -5.564 -1.498
C -4.788 3.453 0.456
C -4.545 4.702 1.359
C -3.151 4.698 2.126
O -4.439 5.836 0.424
H -4.829 2.753 1.023
H -4.207 3.552 -0.259
H -5.765 3.617 -0.165
H -5.382 4.865 2.037
H -3.151 3.968 2.924
H -2.799 5.615 2.597
H -2.486 4.490 1.314
H -5.281 5.888 0.139
C -1.547 0.177 7.218
C -0.978 0.423 5.875
C -1.048 1.857 5.407
O 0.315 0.054 5.848
H -1.300 -0.610 7.753
H -2.759 0.134 7.349
H -1.197 1.024 7.932
H -1.411 -0.425 5.058
H -0.501 2.171 4.612
H -0.608 2.492 6.267
H -2.103 2.220 5.159
H 0.565 -0.135 5.005
C -3.779 -1.561 5.007
C -3.232 -2.251 3.719
C -3.532 -3.803 3.513
O -3.686 -1.520 2.603
H -4.998 -1.541 4.907
H -3.581 -0.210 5.029
H -3.191 -1.954 5.876
H -2.095 -2.134 3.727
H -3.182 -4.225 2.646
H -4.596 -3.748 3.590
H -3.042 -4.279 4.455
H -3.060 -1.675 1.929
C 6.038 0.773 -1.299
C 7.121 1.482 -2.227
C 6.807 1.506 -3.701
O 7.401 2.061 -4.624
C 5.666 0.650 -4.147
C 4.692 0.120 -3.227
C 4.843 0.141 -1.793
O 4.041 -0.361 -1.030
H 6.195 0.877 -0.174
H 8.148 1.892 -1.756
H 5.507 0.512 -5.349
H 3.652 -0.441 -3.567

Record 2
76
Properties=species:S:1:pos:R:3 method="wB97M-V/def2-TZVPD" e_homo_ha=-0.510 e_lumo_ev=-11.2 energy_ha=-2662.3273 total_charge=+2
Y -6.591 7.758 -13.739
N -6.269 8.393 -11.648
S -7.079 9.084 -10.458
O -6.655 10.379 -10.018
O -7.798 8.196 -9.600
F -8.265 9.530 -11.478
S -4.921 8.074 -10.640
O -5.047 7.022 -9.686
O -3.982 9.140 -10.483
F -4.216 7.223 -11.827
C -3.471 12.088 -9.121
O -2.704 11.680 -10.239
H -3.587 11.282 -8.389
H -3.029 12.940 -8.606
H -4.470 12.429 -9.424
H -3.017 10.798 -10.463
C -1.615 8.351 -8.771
O -0.713 7.624 -7.953
H -1.367 8.185 -9.818
H -2.638 8.031 -8.546
H -1.547 9.424 -8.563
H -0.927 7.826 -7.037
C -7.026 4.809 -7.671
O -5.687 4.655 -8.109
H -7.567 5.555 -8.263
H -7.544 3.848 -7.737
H -7.096 5.060 -6.609
H -5.404 5.490 -8.481
C -8.577 8.684 -5.405
O -8.181 7.666 -6.295
H -8.748 9.647 -5.892
H -9.506 8.443 -4.886
H -7.872 8.770 -4.570
H -7.444 7.995 -6.825
C -10.097 10.343 -8.758
O -11.331 11.036 -8.654
H -10.306 9.269 -8.720
H -9.604 10.629 -9.683
H -9.454 10.578 -7.902
H -11.833 10.631 -7.942
C -4.703 12.041 -12.675
O -5.439 12.022 -13.908
H -3.798 11.432 -12.658
H -4.306 13.052 -12.546
H -5.302 11.811 -11.790
H -6.050 12.760 -13.801
C -7.369 5.129 -11.915
O -6.296 5.661 -12.731
H -7.408 5.402 -10.857
H -8.310 5.361 -12.419
H -7.346 4.040 -11.833
H -5.479 5.110 -12.555
C -0.792 7.718 -12.640
O -1.546 8.918 -12.831
H -0.461 7.312 -13.601
H 0.067 7.916 -12.010
H -1.460 6.975 -12.190
H -2.318 8.724 -13.364
C -4.914 8.433 -6.408
O -5.806 9.128 -7.273
H -4.831 7.421 -6.809
H -3.914 8.870 -6.439
H -5.256 8.310 -5.379
H -5.902 10.041 -6.978
C -10.787 6.586 -10.773
O -11.049 7.659 -11.669
H -11.537 6.585 -9.989
H -10.863 5.643 -11.334
H -9.766 6.666 -10.379
H -10.485 7.590 -12.439
C -2.849 4.347 -12.825
O -4.119 3.998 -12.236
H -2.139 4.567 -12.028
H -2.472 3.564 -13.478
H -3.014 5.265 -13.390
H -3.997 3.165 -11.765

Record 3
8
Properties=species:S:1:pos:R:3 method="wB97M-V/def2-TZVPD" e_homo_ha="-0.312 / -0.310" e_lumo_ev="-0.3 / -1.8" de_lowest_kcal_mol=61.5 energy_ha=-1234.9549 total_charge=0
C -0.452 1.125 0.276
S -2.337 -2.321 0.775
S 0.378 -1.415 -1.057
S -1.366 -2.357 -1.130
H 0.045 0.742 1.211
H -1.501 0.990 0.164
H 0.003 1.801 -0.509
H -1.557 -1.296 1.151

Record 4
73
Properties=species:S:1:pos:R:3 method="wB97M-V/def2-TZVPD" e_homo_ha=-0.448 e_lumo_ev=-1.9 de_lowest_kcal_mol=48.8 energy_ha=-1212.8242 total_charge=+1
N -0.405 0.004 -0.450
H -0.768 -0.924 -0.614
H -1.125 0.404 0.133
H -0.268 0.544 -1.293
H 0.506 -0.116 -0.030
C 1.874 -0.834 2.626
C 2.826 -0.404 1.510
C 4.343 -0.814 1.617
O 5.137 0.015 0.779
C 6.556 -0.285 0.906
N 2.144 -0.891 0.358
H 1.832 -1.922 2.685
H 0.831 -0.519 2.590
H 2.393 -0.539 3.538
H 2.759 0.681 1.435
H 4.472 -1.841 1.275
H 4.769 -0.696 2.613
H 7.222 0.257 0.234
H 6.787 -1.327 0.687
H 6.956 -0.054 1.893
H 2.095 -1.897 0.284
H 2.770 -0.607 -0.383
C -0.487 -3.118 -3.094
C -1.588 -2.704 -2.047
C -2.720 -3.806 -1.931
O -3.737 -3.447 -1.108
C -4.648 -4.460 -0.822
N -1.098 -2.590 -0.693
H 0.216 -3.869 -2.731
H -0.009 -2.172 -3.350
H -0.878 -3.559 -4.011
H -2.083 -1.830 -2.469
H -2.290 -4.742 -1.575
H -3.177 -3.930 -2.913
H -5.611 -4.003 -0.592
H -4.391 -4.961 0.111
H -4.801 -5.195 -1.611
H -0.475 -3.349 -0.457
H -1.844 -2.859 -0.068
C -2.560 0.115 3.248
C -2.486 1.487 2.584
C -1.296 2.395 3.144
O -1.444 2.532 4.564
C -0.413 3.261 5.163
N -2.187 1.196 1.175
H -1.597 -0.389 3.165
H -3.295 -0.564 2.816
H -2.671 0.334 4.310
H -3.416 2.030 2.754
H -1.380 3.361 2.646
H -0.356 1.936 2.838
H -0.599 3.369 6.232
H -0.514 4.224 4.664
H 0.597 2.864 5.052
H -2.144 2.071 0.673
H -3.021 0.932 0.670
C -0.444 2.530 -5.007
C -0.093 1.850 -3.681
C 0.812 2.708 -2.717
O 0.975 2.038 -1.513
C 1.647 2.792 -0.460
N -1.293 1.438 -3.006
H 0.502 2.923 -5.381
H -0.980 3.473 -4.894
H -0.876 1.779 -5.667
H 0.544 1.001 -3.930
H 0.434 3.717 -2.550
H 1.792 2.840 -3.176
H 1.499 2.183 0.431
H 1.295 3.804 -0.258
H 2.723 2.851 -0.629
H -1.806 2.268 -2.747
H -2.031 1.011 -3.548

Record 5
19
Properties=species:S:1:pos:R:3 method="wB97M-V/def2-TZVPD" e_homo_ha=-0.310 e_lumo_ev=0.7 de_lowest_kcal_mol=52.8 energy_ha=-348.1207 total_charge=0
C -1.410 -1.111 1.777
C -0.345 -1.482 0.744
C -0.349 -0.756 -0.571
C 0.728 -0.549 -1.318
O 2.005 -0.712 -0.805
H -1.189 -0.173 2.296
H -2.398 -1.011 1.314
H -1.481 -1.907 2.528
H 0.656 -1.461 1.193
H -0.513 -2.524 0.447
H -1.315 -0.482 -0.989
H 0.654 -0.262 -2.363
H 2.591 -0.058 -1.206
C 0.347 2.301 -0.749
O 0.052 1.592 0.440
H 0.879 3.220 -0.500
H 0.944 1.775 -1.512
H -0.609 2.536 -1.229
H 0.806 1.037 0.678